<one>
57
Properties=species:S:1:pos:R:3 method="wB97M-V/def2-TZVPD" homo_energy_ev=-10.612 e_lumo_ev=-0.45 charge=0
O 1.322 0.625 4.548
H 1.248 1.293 3.805
H 2.195 1.010 4.808
O -4.452 0.405 0.577
H -4.954 0.837 -0.015
H -5.024 0.164 1.303
O 2.912 -1.206 -3.766
H 3.337 -0.325 -3.801
H 2.092 -0.831 -3.363
O -1.421 -1.852 -3.641
H -1.482 -2.580 -4.333
H -0.679 -2.275 -3.210
O -4.036 -2.707 2.039
H -3.102 -2.841 2.258
H -4.105 -1.751 1.906
O -3.221 0.270 -2.693
H -3.814 -0.302 -2.342
H -2.417 -0.102 -3.081
O 4.548 -0.187 -0.260
H 4.674 -0.928 -0.896
H 3.817 -0.452 0.235
O -1.981 2.657 2.132
H -1.350 2.265 2.803
H -2.270 1.742 1.850
O 1.767 -0.650 -0.457
H 2.181 -1.284 0.127
H 0.876 -1.005 -0.414
O 1.460 -3.309 -1.824
H 1.191 -2.429 -1.406
H 1.941 -2.955 -2.694
O -0.464 -2.481 4.338
H -0.176 -1.594 4.747
H -0.908 -2.347 3.523
O 0.053 -3.279 1.048
H 0.728 -3.657 0.493
H 0.390 -3.685 1.912
O 0.618 2.398 1.970
H 1.445 2.790 2.183
H 0.069 2.984 1.516
O 0.098 0.382 -4.622
H -0.615 -0.140 -4.271
H 0.197 1.188 -4.195
O -2.055 1.132 0.013
H -3.081 1.270 -0.022
H -1.884 0.233 0.302
O -0.892 3.798 0.100
H -1.411 2.980 0.177
H -1.541 4.386 -0.128
O 0.190 2.034 -2.534
H -0.635 2.054 -1.965
H 0.768 2.307 -1.837
O 2.805 3.436 0.560
H 3.277 4.057 -0.035
H 1.987 3.241 -0.087
O 3.371 -1.565 1.788
H 2.948 -2.281 2.332
H 3.464 -0.939 2.500

=====

<two>
57
Properties=species:S:1:pos:R:3 method="wB97M-V/def2-TZVPD" homo_energy_ev=-10.081 e_lumo_ev=-0.66 charge=0
O -0.331 -3.889 -0.943
H 0.328 -3.206 -0.890
H 0.088 -4.400 -1.757
O 2.533 -2.799 -2.193
H 3.218 -2.592 -1.509
H 2.645 -2.501 -2.978
O -2.596 -2.128 3.588
H -3.254 -2.395 2.937
H -2.300 -1.348 3.357
O 3.140 1.065 0.782
H 2.738 1.822 0.253
H 3.198 1.260 1.737
O -0.480 -3.503 1.687
H -1.332 -3.975 2.062
H -0.551 -3.690 0.719
O 3.072 -1.957 0.323
H 2.464 -2.706 0.798
H 3.232 -1.863 1.309
O 1.293 0.587 2.257
H 0.637 1.083 1.775
H 2.006 0.355 1.673
O -1.972 4.217 1.422
H -1.057 4.483 1.542
H -2.271 3.994 0.534
O 1.568 3.102 0.003
H 1.757 3.221 -1.030
H 2.362 3.485 0.421
O -1.659 3.338 -2.080
H -1.395 4.149 -2.440
H -2.544 3.282 -2.274
O -3.534 0.456 -1.552
H -4.064 0.331 -2.460
H -2.866 -0.275 -1.629
O -4.104 -0.950 1.485
H -4.574 -0.297 2.056
H -3.643 -0.592 0.746
O -0.739 -0.277 -1.967
H -1.056 0.659 -2.290
H -0.343 -0.051 -1.309
O 1.906 0.672 -3.037
H 1.197 0.915 -3.627
H 1.538 -0.064 -2.670
O 2.775 3.113 -2.444
H 2.539 3.751 -2.932
H 2.903 2.336 -2.739
O 1.988 -4.873 -0.200
H 1.451 -4.546 0.564
H 2.078 -4.061 -0.754
O 0.086 2.195 -3.851
H -0.744 2.066 -3.381
H 0.273 3.069 -4.131
O -0.397 -0.442 4.479
H -0.196 0.029 3.737
H -1.171 -0.106 4.934
O -2.304 1.434 2.704
H -2.970 1.112 3.183
H -2.292 2.372 2.768

=====

Q: Which of them is the most stable? A: <one>.